# 1
Density functional theory data (ωB97M-V/def2-TZVPD) for a structure of composition C29H32FeN2P2S2 at a distorted geometry.

CARTESIAN COORDINATES (ANGSTROEM)
1 Fe -0.402 -0.808 -2.372
2 S -2.589 -1.664 -2.051
3 P -1.797 -1.412 -0.172
4 C -0.523 -0.253 -0.175
5 P 1.105 -0.725 -0.181
6 S 1.776 -1.716 -1.848
7 C 1.641 -1.601 1.327
8 C 2.697 -2.507 1.327
9 C 3.068 -3.141 2.505
10 C 2.385 -2.873 3.683
11 C 1.334 -1.964 3.687
12 C 0.962 -1.328 2.511
13 C 2.078 0.823 -0.046
14 C 1.582 1.849 0.760
15 C 2.332 2.998 0.971
16 C 3.580 3.136 0.374
17 C 4.074 2.124 -0.437
18 C 3.327 0.968 -0.644
19 C -3.045 -0.649 0.931
20 C -2.936 -0.793 2.315
21 C -3.734 -0.037 3.162
22 C -4.643 0.873 2.636
23 C -4.757 1.018 1.262
24 C -3.960 0.260 0.412
25 C -1.644 -3.107 0.496
26 C -2.767 -3.711 1.066
27 C -2.694 -5.007 1.555
28 C -1.502 -5.716 1.474
29 C -0.393 -5.133 0.880
30 C -0.466 -3.837 0.387
31 H 3.214 -2.725 0.399
32 H 3.888 -3.849 2.503
33 H 2.666 -3.379 4.598
34 H 0.798 -1.758 4.605
35 H 0.133 -0.628 2.497
36 H 0.596 1.737 1.198
37 H 1.939 3.789 1.599
38 H 4.164 4.033 0.539
39 H 5.043 2.232 -0.909
40 H 3.708 0.180 -1.281
41 H -2.225 -1.499 2.728
42 H -3.645 -0.155 4.235
43 H -5.264 1.463 3.299
44 H -5.468 1.724 0.849
45 H -4.046 0.363 -0.663
46 H -3.701 -3.167 1.124
47 H -3.569 -5.465 2.000
48 H -1.442 -6.724 1.865
49 H 0.533 -5.688 0.793
50 H 0.396 -3.410 -0.104
51 C -0.099 3.775 -4.484
52 C 0.670 3.255 -3.272
53 C 0.119 3.876 -1.986
54 C 2.151 3.586 -3.410
55 N 0.604 1.778 -3.266
56 N -0.696 1.232 -3.009
57 H 0.084 4.844 -4.612
58 H -1.178 3.643 -4.369
59 H 0.226 3.256 -5.388
60 H 0.326 4.948 -1.968
61 H 0.589 3.421 -1.109
62 H -0.964 3.756 -1.902
63 H 2.289 4.661 -3.529
64 H 2.571 3.076 -4.278
65 H 2.701 3.266 -2.519
66 H 1.217 1.422 -2.537
67 H -1.273 1.397 -3.825
68 H -1.142 1.667 -2.201

HOMO-LUMO gap (spin up / spin down) in eV: 7.513 / 8.007
<S²>: 6.015
HOMO energy (spin up / spin down) in eV: -7.03 / -7.65
Spin multiplicity: 5
LUMO (spin up / spin down) in Eh: 0.018 / 0.013

---

# 2
Density functional theory data (ωB97M-V/def2-TZVPD) for a structure of composition C29H32FeNO at a distorted geometry.

CARTESIAN COORDINATES (ANGSTROEM)
1 C -1.599 1.355 -1.948
2 C -0.558 0.537 -2.440
3 C -0.470 -0.636 -1.631
4 H -0.003 0.715 -3.358
5 C -1.487 -0.546 -0.607
6 C -2.166 0.716 -0.816
7 H -1.755 -1.307 0.119
8 C 1.082 3.116 -0.097
9 C 1.206 2.683 -1.437
10 C 1.755 1.362 -1.445
11 H 0.916 3.231 -2.329
12 C 2.010 0.985 -0.079
13 C 1.543 2.080 0.776
14 H 0.128 -1.514 -1.867
15 H -3.057 1.050 -0.289
16 H -1.916 2.308 -2.372
17 H 1.687 2.112 1.859
18 H 2.101 0.761 -2.299
19 H 0.719 4.079 0.238
20 Fe -0.071 0.844 -0.007
21 C 2.582 -0.299 0.429
22 C 3.546 0.112 1.535
23 C 3.340 -1.031 -0.665
24 H 4.236 0.873 1.132
25 H 4.144 -0.702 1.920
26 H 3.036 0.570 2.386
27 H 4.083 -0.346 -1.103
28 H 2.687 -1.384 -1.477
29 H 3.868 -1.893 -0.256
30 C 1.309 -1.157 0.828
31 C 1.676 -2.233 1.817
32 H 0.824 -1.621 -0.046
33 H 0.550 -0.524 1.370
34 O 2.492 -1.910 2.707
35 N 1.098 -3.489 1.711
36 C -0.293 -3.639 1.268
37 H 1.340 -4.034 2.541
38 C -0.357 -3.978 -0.204
39 C -1.607 -4.044 -0.830
40 H -2.508 -3.874 -0.235
41 C -1.710 -4.323 -2.193
42 H -2.687 -4.361 -2.684
43 C -0.542 -4.547 -2.944
44 H -0.605 -4.775 -4.019
45 C 0.718 -4.511 -2.322
46 H 1.639 -4.701 -2.884
47 C 0.800 -4.227 -0.949
48 H 1.768 -4.225 -0.441
49 H -0.850 -2.701 1.435
50 H -0.812 -4.418 1.855
51 C -1.185 1.748 1.428
52 C -1.902 3.042 1.275
53 C -2.022 3.885 0.144
54 C -2.714 5.096 0.242
55 C -3.337 5.468 1.438
56 C -3.259 4.617 2.543
57 C -2.553 3.429 2.453
58 H -0.486 1.803 2.284
59 H -1.912 0.955 1.687
60 H -1.584 3.628 -0.829
61 H -2.769 5.759 -0.621
62 H -3.882 6.410 1.514
63 H -3.742 4.866 3.484
64 H -2.483 2.751 3.307

HOMO-LUMO gap (spin up / spin down) in eV: 7.116 / 7.515
<S²>: 8.785
HOMO energy (spin up / spin down) in eV: -6.57 / -7.73
Spin multiplicity: 6
LUMO (spin up / spin down) in Eh: 0.020 / -0.008

---

# 3
Density functional theory data (ωB97M-V/def2-TZVPD) for a structure of composition C29H32N2O2SZr at a distorted geometry.

CARTESIAN COORDINATES (ANGSTROEM)
1 Zr -0.483 0.163 0.393
2 N -0.856 1.666 -1.505
3 C -1.327 0.590 -2.420
4 C -0.732 -0.733 -1.929
5 O -1.351 -1.766 -2.010
6 O 0.428 -0.582 -1.301
7 H -1.388 2.514 -1.635
8 H 0.109 1.878 -1.736
9 H -1.027 0.747 -3.456
10 H -2.404 0.509 -2.365
11 C -0.775 -6.917 1.200
12 C -1.567 -5.638 1.501
13 C -2.714 -5.965 2.470
14 C -2.166 -5.115 0.193
15 C -0.654 -4.597 2.155
16 C 0.078 -4.931 3.313
17 C 0.881 -4.022 3.967
18 C 0.961 -2.730 3.447
19 S 1.849 -1.353 4.016
20 C 1.249 -0.409 2.708
21 N 0.432 -1.052 1.919
22 C 0.253 -2.385 2.310
23 C -0.555 -3.313 1.657
24 C 1.598 1.003 2.458
25 C 2.663 1.596 3.127
26 C 3.003 2.907 2.835
27 C 2.272 3.602 1.880
28 C 1.213 2.988 1.223
29 C 0.837 1.669 1.476
30 H -1.423 -7.647 0.708
31 H -0.378 -7.383 2.106
32 H 0.064 -6.702 0.533
33 H -3.393 -6.695 2.020
34 H -3.286 -5.063 2.703
35 H -2.340 -6.382 3.409
36 H -2.786 -5.895 -0.254
37 H -1.391 -4.842 -0.528
38 H -2.799 -4.239 0.354
39 H 0.004 -5.934 3.719
40 H 1.424 -4.302 4.861
41 H -1.101 -2.989 0.785
42 H 3.225 1.039 3.870
43 H 3.832 3.381 3.343
44 H 2.532 4.627 1.646
45 H 0.663 3.573 0.493
46 C -2.332 0.335 3.282
47 C -3.262 0.056 2.087
48 C -4.176 -1.109 2.473
49 C -2.433 -0.337 0.858
50 C -4.070 1.335 1.803
51 C -5.459 1.380 1.848
52 C -6.159 2.553 1.563
53 C -5.479 3.712 1.233
54 C -4.087 3.687 1.190
55 C -3.405 2.516 1.465
56 H -1.825 -0.588 3.579
57 H -2.896 0.714 4.139
58 H -1.568 1.083 3.043
59 H -3.553 -1.983 2.674
60 H -4.857 -1.365 1.659
61 H -4.766 -0.895 3.372
62 H -3.036 -0.885 0.130
63 H -6.018 0.491 2.106
64 H -7.242 2.553 1.600
65 H -6.018 4.624 1.013
66 H -3.536 4.587 0.941
67 H -2.325 2.519 1.412

HOMO-LUMO gap in eV: 6.020
HOMO energy in eV: -6.38
Spin multiplicity: 1
LUMO in Eh: -0.013

---

# 4
Density functional theory data (ωB97M-V/def2-TZVPD) for a cluster of 3 separate species, C29H32N2O4S4 in total at a distorted geometry.

CARTESIAN COORDINATES (ANGSTROEM)
1 C 5.503 -2.482 -0.529
2 C 4.621 -1.256 -0.309
3 C 4.066 -1.045 0.960
4 C 3.231 0.062 1.137
5 C 2.956 0.926 0.054
6 C 1.984 2.143 0.139
7 C 0.682 1.634 -0.494
8 C 0.370 1.969 -1.812
9 C -0.807 1.467 -2.376
10 C -1.643 0.663 -1.628
11 C -1.384 0.336 -0.287
12 C -0.195 0.838 0.264
13 N 0.153 0.529 1.625
14 C 0.250 -0.647 1.908
15 S 0.486 -2.199 2.051
16 N -2.303 -0.464 0.464
17 C -2.660 -1.676 -0.234
18 C -2.602 -2.887 0.455
19 C -2.958 -4.064 -0.216
20 C -3.352 -4.011 -1.551
21 C -3.442 -2.805 -2.245
22 C -3.095 -1.641 -1.567
23 S -3.145 -0.021 -2.332
24 C 3.539 0.723 -1.199
25 C 4.381 -0.383 -1.361
26 H 6.257 -2.316 -1.298
27 H 5.928 -2.796 0.425
28 H 4.850 -3.297 -0.868
29 H 4.259 -1.723 1.782
30 H 2.797 0.212 2.116
31 H 1.793 2.450 1.164
32 H 2.403 2.936 -0.480
33 H 1.032 2.590 -2.403
34 H -1.033 1.734 -3.403
35 H -3.161 0.089 0.513
36 H -2.286 -2.885 1.490
37 H -2.912 -4.996 0.336
38 H -3.588 -4.958 -2.029
39 H -3.752 -2.778 -3.282
40 H 3.341 1.409 -2.015
41 H 4.855 -0.571 -2.320
42 C -7.413 -2.874 -0.617
43 C -7.969 -1.514 -0.173
44 C -7.522 -0.476 -1.211
45 S -7.335 -1.366 -2.760
46 O -5.942 -1.349 -3.127
47 O -8.366 -0.960 -3.679
48 C -7.723 -2.985 -2.107
49 H -7.857 -3.696 -0.056
50 H -6.332 -2.901 -0.459
51 H -9.060 -1.559 -0.143
52 H -7.625 -1.244 0.824
53 H -8.256 0.314 -1.344
54 H -6.555 -0.045 -0.957
55 H -7.127 -3.737 -2.618
56 H -8.784 -3.164 -2.280
57 C 6.883 4.028 3.483
58 C 6.946 4.095 1.953
59 C 5.790 3.249 1.406
60 S 4.506 3.286 2.662
61 O 4.331 1.957 3.178
62 O 3.392 4.064 2.183
63 C 5.420 4.261 3.852
64 H 7.534 4.766 3.949
65 H 7.198 3.038 3.822
66 H 6.828 5.132 1.632
67 H 7.904 3.742 1.572
68 H 5.392 3.656 0.480
69 H 6.079 2.209 1.259
70 H 5.171 3.936 4.859
71 H 5.135 5.304 3.711

HOMO-LUMO gap in eV: 8.543
HOMO energy in eV: -7.92
Spin multiplicity: 1
LUMO in Eh: 0.023

---

Look up the spin multiplicity of the second one.
6

---

Among the records above, which one has the highest spin multiplicity?
C29H32FeNO